ORCA calculation (ωB97M-V/def2-TZVPD) on a molecular structure, C37H42AuN4O2.

Summary:
HOMO level (spin up / spin down), Eh: -0.3879 / -0.4015
Charge: +1
Gap between HOMO and LUMO (spin up / spin down), eV: 8.270 / 6.320
Spin multiplicity: 3

Each line ends with the Mulliken spin population.
CARTESIAN COORDINATES (ANGSTROEM)
Au 0.051 0.250 0.609  0.298
N 1.558 -1.571 0.151  0.126
C 2.700 -1.371 0.984  -0.032
C 3.961 -1.213 0.430  0.021
C 5.056 -0.981 1.247  -0.005
C 4.893 -0.914 2.621  0.004
C 3.630 -1.072 3.172  -0.006
C 2.517 -1.292 2.365  0.073
C 1.169 -1.423 2.973  -0.033
C 1.024 -2.209 4.123  0.031
C -0.195 -2.321 4.767  -0.026
C -1.288 -1.606 4.305  0.025
C -1.164 -0.823 3.163  -0.058
C 0.040 -0.767 2.481  0.519
H 1.811 -1.695 -0.820  -0.009
H 0.993 -2.353 0.465  -0.015
H 4.088 -1.282 -0.645  -0.001
H 6.036 -0.857 0.805  0.000
H 5.743 -0.725 3.263  0.000
H 3.497 -1.004 4.244  0.000
H 1.885 -2.743 4.507  0.004
H -0.291 -2.957 5.638  0.000
H -2.240 -1.653 4.817  0.003
H -2.018 -0.253 2.828  0.013
C -2.599 6.107 -2.062  0.003
C -2.155 4.676 -1.943  -0.080
C -2.712 3.691 -2.760  0.276
C -2.286 2.358 -2.692  -0.078
C -2.928 1.316 -3.566  0.002
C -1.312 2.028 -1.784  0.189
C -0.739 2.980 -0.884  0.075
C -1.191 4.324 -1.016  0.147
N 0.139 2.500 0.011  0.539
C 1.152 3.231 0.769  -0.183
C 1.206 4.761 0.620  -0.013
C 2.377 5.341 1.427  -0.004
C 3.700 4.752 0.936  -0.001
C 3.663 3.234 1.112  0.003
C 3.463 2.881 2.587  -0.003
C 2.155 3.503 3.083  0.014
C 2.192 5.022 2.911  0.000
C 0.987 2.935 2.277  0.074
C 2.513 2.660 0.289  0.058
H -3.366 6.212 -2.827  -0.003
H -1.757 6.747 -2.328  -0.004
H -3.009 6.454 -1.115  -0.003
H -3.485 3.966 -3.468  0.002
H -3.243 1.742 -4.517  -0.004
H -3.819 0.924 -3.069  -0.005
H -2.252 0.485 -3.761  -0.001
H -0.933 1.013 -1.743  -0.050
H -0.823 5.103 -0.371  0.027
H 0.286 5.205 1.008  0.008
H 1.319 5.038 -0.431  -0.004
H 2.383 6.424 1.285  0.000
H 4.530 5.180 1.503  0.000
H 3.852 5.004 -0.118  -0.001
H 4.599 2.796 0.755  0.001
H 4.304 3.253 3.178  0.000
H 3.424 1.796 2.706  0.006
H 2.003 3.248 4.136  0.000
H 3.015 5.449 3.489  0.000
H 1.261 5.461 3.281  0.000
H 0.041 3.374 2.616  0.004
H 0.922 1.855 2.437  0.040
H 2.488 1.569 0.376  -0.010
H 2.640 2.912 -0.769  0.007
O -4.763 5.545 1.366  0.000
C -5.236 4.464 2.145  0.000
N -4.567 3.277 1.677  -0.001
C -5.257 2.180 1.265  -0.001
O -6.464 2.084 1.352  0.000
C -4.441 1.033 0.729  0.007
C -5.134 -0.055 0.204  -0.002
C -4.430 -1.152 -0.255  0.006
C -3.046 -1.128 -0.181  0.006
N -2.374 -0.094 0.315  0.031
C -3.058 0.960 0.769  -0.001
H -5.335 6.306 1.505  0.000
H -6.307 4.303 2.028  0.000
H -5.004 4.626 3.202  0.000
H -3.596 3.400 1.438  0.001
H -6.215 -0.013 0.184  0.000
H -4.939 -2.016 -0.658  0.000
H -2.450 -1.967 -0.521  0.000
H -2.452 1.748 1.199  -0.012



ORCA calculation (ωB97M-V/def2-TZVPD) on a molecular structure, C37H42BF2IrN8O2P2Se4Si.

Summary:
HOMO level (spin up / spin down), Eh: -0.3376 / -0.3371
Charge: +1
Gap between HOMO and LUMO (spin up / spin down), eV: 3.365 / 3.315
Spin multiplicity: 2

Each line ends with the Mulliken spin population.
CARTESIAN COORDINATES (ANGSTROEM)
Ir -0.479 -2.039 -1.672  0.905
Se 2.280 3.258 2.080  -0.001
P 0.235 3.137 1.544  -0.001
C -0.909 3.020 2.956  0.000
C -0.534 3.549 4.185  0.001
C -1.413 3.496 5.253  0.000
C -2.659 2.915 5.096  0.000
C -3.028 2.370 3.874  0.000
C -2.156 2.424 2.802  0.000
C -0.313 4.588 0.583  0.000
C -1.530 5.202 0.861  0.000
C -1.900 6.342 0.170  0.000
C -1.057 6.879 -0.790  0.000
C 0.172 6.288 -1.043  0.000
C 0.550 5.153 -0.349  0.000
C -0.055 1.573 0.713  -0.002
C -0.499 0.948 -0.454  -0.009
N -0.394 -0.381 -0.195  -0.005
N 0.099 -0.547 1.008  0.025
N 0.311 0.597 1.567  0.005
P -1.321 1.408 -1.985  -0.003
Se -1.284 -0.250 -3.393  -0.034
C -3.011 1.778 -1.405  -0.003
C -3.955 0.757 -1.424  -0.002
C -5.213 0.977 -0.895  0.000
C -5.534 2.209 -0.348  0.000
C -4.595 3.229 -0.339  0.000
C -3.332 3.017 -0.863  0.000
C -0.549 2.885 -2.684  -0.001
C -1.303 3.782 -3.434  -0.002
C -0.667 4.808 -4.111  0.000
C 0.714 4.920 -4.073  0.000
C 1.467 4.003 -3.355  0.000
C 0.839 2.983 -2.663  0.000
H 0.446 3.991 4.302  0.000
H -1.119 3.903 6.209  0.000
H -3.342 2.875 5.930  0.000
H -3.991 1.897 3.757  0.000
H -2.442 2.004 1.847  0.001
H -2.178 4.795 1.622  0.000
H -2.848 6.815 0.389  0.000
H -1.349 7.770 -1.327  0.000
H 0.841 6.719 -1.775  0.000
H 1.526 4.716 -0.508  0.000
H -3.699 -0.200 -1.860  0.000
H -5.942 0.183 -0.916  0.000
H -6.517 2.376 0.063  0.000
H -4.849 4.194 0.072  0.000
H -2.596 3.808 -0.856  0.000
H -2.376 3.668 -3.496  0.000
H -1.248 5.510 -4.689  0.000
H 1.207 5.704 -4.629  0.000
H 2.545 4.074 -3.342  0.000
H 1.419 2.254 -2.111  -0.001
C 5.684 -3.949 2.177  0.000
Si 4.109 -2.893 2.065  0.000
C 4.196 -1.363 0.942  0.000
C 3.465 -2.371 3.772  0.000
Se 2.576 -4.314 1.098  0.004
H 6.539 -3.361 2.494  0.000
H 5.907 -4.407 1.217  0.000
H 5.541 -4.752 2.896  0.000
H 4.523 -0.499 1.510  0.000
H 3.213 -1.145 0.530  0.002
H 4.890 -1.507 0.118  0.000
H 4.233 -1.812 4.297  0.000
H 3.194 -3.220 4.392  0.000
H 2.591 -1.734 3.678  0.000
O -1.905 -2.666 -4.224  -0.001
C -2.561 -3.262 -3.378  0.002
O -2.379 -3.251 -2.132  0.065
H -3.413 -3.900 -3.709  0.000
N 0.110 -5.726 2.459  0.000
C -1.170 -5.047 2.153  0.001
C -1.176 -4.564 0.686  -0.005
N -0.739 -3.194 0.513  0.027
H 0.228 -5.936 3.453  0.000
H 0.962 -5.117 2.127  0.001
H 0.206 -6.591 1.919  0.000
H -1.265 -4.189 2.820  0.000
H -1.996 -5.736 2.343  0.000
H -2.176 -4.647 0.259  0.002
H -0.505 -5.198 0.106  0.000
H 0.200 -3.048 0.880  -0.002
H -1.366 -2.559 0.993  0.000
F 3.931 -0.283 -2.328  0.000
B 2.956 -1.160 -2.210  -0.014
F 1.735 -0.658 -2.098  0.010
Se 5.075 -3.088 -2.245  0.002
N 4.569 -4.745 -2.340  -0.006
C 3.243 -4.865 -2.326  -0.001
C 2.565 -6.091 -2.374  -0.010
C 1.187 -6.049 -2.359  0.004
C 0.522 -4.834 -2.286  -0.019
N 1.141 -3.643 -2.213  0.068
C 2.462 -3.663 -2.247  -0.011
N 3.257 -2.530 -2.236  0.009
H 3.125 -7.011 -2.420  0.000
H 0.607 -6.957 -2.389  -0.001
H -0.557 -4.794 -2.282  0.003